Density functional theory data (ωB97M-V/def2-TZVPD) for a single C23H24N2O4 molecule.

The SMILES is COc1ccc(CN(C)C(=O)CNC(=O)c2ccc3ccccc3c2)c(OC)c1. For the molar mass, the calculation gives 392.5 g mol⁻¹. As for the total energy: -35411.3882 eV.

Geometry as XYZ:
```
53
Properties=species:S:1:pos:R:3:forces:R:3
C -2.866852 -1.030374 2.387261 -0.13 0.19 0.17
H -2.831835 -0.002404 2.014173 0.01 -0.03 0.01
O -2.174502 -1.912312 1.536861 0.37 -0.22 -0.21
C -0.848185 -1.693493 1.322366 0.12 -0.02 0.04
C -0.105294 -0.663641 1.881940 -0.36 -0.03 0.17
C 1.239116 -0.555071 1.569330 0.03 -0.27 -0.14
C 1.867398 -1.441422 0.712025 0.14 -0.19 -0.11
C 1.112133 -2.479319 0.143945 -0.03 0.21 0.18
C -0.230752 -2.601350 0.459995 -0.13 -0.16 -0.12
H -0.846354 -3.386035 0.052353 -0.05 -0.12 -0.08
O 1.772026 -3.313664 -0.715777 0.07 0.33 0.23
C 1.084584 -4.427781 -1.229514 -0.11 -0.19 -0.12
H 0.244411 -4.127048 -1.864214 0.02 -0.01 0.04
H 1.812173 -4.970171 -1.831779 -0.09 0.00 0.03
H 0.719123 -5.078364 -0.429593 0.00 0.03 -0.02
C 3.310004 -1.215665 0.332287 0.00 0.01 0.22
N 3.381946 -0.069177 -0.566988 0.21 -0.41 -0.12
C 3.631614 1.149454 -0.027137 0.17 0.39 -0.29
O 4.157849 1.277893 1.058534 0.00 0.18 0.33
C 3.135468 2.373273 -0.813377 0.10 0.12 0.34
N 1.704214 2.287365 -1.000604 0.15 -0.17 -0.37
C 0.833146 2.663080 -0.024774 -0.10 -0.04 -0.25
O 1.154846 3.348621 0.922494 0.06 0.08 0.21
C -0.570928 2.193410 -0.224680 -0.24 -0.33 -0.07
C -0.876621 0.977886 -0.785988 0.18 0.38 0.06
C -2.210944 0.535568 -0.880103 -0.32 0.20 0.06
C -2.543209 -0.715026 -1.441338 -0.15 -0.12 -0.09
C -3.843470 -1.128698 -1.502396 0.26 -0.10 -0.11
C -4.871279 -0.309223 -1.009924 -0.14 0.21 0.13
C -4.582642 0.910645 -0.464927 -0.15 -0.12 -0.03
C -3.250287 1.365097 -0.382437 0.25 -0.21 -0.12
C -2.909983 2.606326 0.198793 0.17 0.13 0.06
C -1.608087 3.004893 0.282134 -0.13 0.05 0.06
H -1.334317 3.941815 0.742897 -0.01 0.08 0.06
H -3.701560 3.231308 0.587048 -0.06 0.08 0.03
H -5.370761 1.544436 -0.083792 -0.09 0.05 0.03
H -5.893865 -0.652730 -1.065146 -0.09 0.01 0.01
H -4.091225 -2.089841 -1.927975 0.02 -0.08 -0.04
H -1.746272 -1.341463 -1.815898 0.07 -0.08 -0.02
H -0.101991 0.305569 -1.128710 0.13 -0.08 0.01
H 1.360834 1.702520 -1.743848 -0.08 0.09 0.08
H 3.638927 2.491250 -1.774824 -0.04 0.00 0.07
H 3.335161 3.246222 -0.187135 0.08 -0.18 -0.14
C 2.947802 -0.329975 -1.914801 -0.06 0.02 -0.06
H 1.873930 -0.539930 -1.965111 -0.05 -0.02 -0.05
H 3.469434 -1.218759 -2.277583 -0.04 0.08 -0.07
H 3.190370 0.499587 -2.574138 -0.01 0.00 -0.04
H 3.723289 -2.094820 -0.163259 0.05 0.10 0.06
H 3.902613 -0.969520 1.214934 -0.03 -0.12 -0.15
H 1.815969 0.249541 1.999704 0.10 0.13 0.07
H -0.550229 0.056780 2.547528 -0.10 0.08 0.07
H -3.899279 -1.376057 2.390537 0.05 0.06 0.03
H -2.468858 -1.062622 3.406321 0.00 0.01 -0.03
```
Positions in Å, forces in eV/Å.